1.
The following is a DFT calculation (the ωB97M-V functional and the def2-TZVPD basis) of 5 unconnected molecules or ions with the total composition CH11NO5.

Its orbital gap is 10.19 eV. As for the SMILES: NC=O.O.O.O.O. The energy above the lowest of the compared OMol25 structures with the same formula, charge and spin is 17.4 kcal per mole.

```
! wB97M-V def2-TZVPD RIJCOSX def2/J DEFGRID3
* xyz 0 1
N -0.639 0.946 0.944
C -1.649 0.106 1.158
O -2.785 0.189 0.728
H 0.323 0.664 0.981
H -0.924 1.622 0.243
H -1.406 -0.769 1.782
O 3.466 1.311 2.348
H 3.827 1.964 2.955
H 2.998 1.844 1.732
O 0.839 -0.131 -1.537
H -0.006 -0.539 -1.742
H 1.364 -0.015 -2.325
O 0.189 -2.580 -0.095
H 0.703 -1.827 -0.317
H 0.727 -3.352 -0.239
O -2.019 -0.041 -2.248
H -2.189 0.817 -2.631
H -2.819 -0.209 -1.737
*
```

2.
The following is a DFT calculation (the ωB97M-V functional and the def2-TZVPD basis) of a molecular structure, CH12F3Na3O9S.

Its orbital gap (alpha / beta) is 9.20 / 2.10 eV.

```
! wB97M-V def2-TZVPD RIJCOSX def2/J DEFGRID3
* xyz 3 2
Na -5.408 -1.969 1.289
Na -3.544 -6.804 -4.095
Na -8.588 -5.143 -5.808
C -7.481 -4.709 -1.046
F -8.418 -3.768 -1.433
F -6.717 -4.225 -0.123
F -8.042 -5.856 -0.611
S -6.438 -5.164 -2.558
O -5.587 -4.016 -2.880
O -5.617 -6.298 -2.071
O -7.293 -5.639 -3.661
O -3.757 -6.107 0.174
H -4.596 -6.416 -0.168
H -3.170 -6.118 -0.582
O -11.080 -3.198 -0.947
H -10.815 -3.859 -0.308
H -11.823 -3.591 -1.405
O -8.733 -7.856 -3.710
H -8.079 -7.169 -3.582
H -9.400 -7.453 -4.265
O -6.709 -9.390 -2.110
H -5.967 -9.936 -1.850
H -6.316 -8.551 -2.352
O -4.335 -2.884 -4.914
H -4.855 -3.375 -4.278
H -3.445 -3.221 -4.807
O -4.838 -1.899 -1.169
H -4.776 -2.463 -1.940
H -4.375 -1.099 -1.419
*
```

no.,electronic energy (Ha)
1,-475.6603
2,-1906.1268